{"formula": "C29H32CoN10O3SSe", "method": "ωB97M-V/def2-TZVPD", "species": ["Co", "C", "N", "C", "C", "O", "C", "O", "C", "C", "O", "N", "C", "C", "H", "H", "H", "H", "H", "H", "H", "H", "H", "H", "H", "H", "H", "H", "H", "H", "Se", "N", "C", "C", "C", "C", "C", "N", "C", "C", "N", "C", "C", "C", "C", "C", "N", "H", "H", "H", "H", "H", "H", "N", "C", "C", "N", "C", "C", "N", "H", "H", "H", "H", "H", "S", "C", "N", "C", "C", "C", "C", "H", "H", "H", "H", "H"], "xyz": [[0.66, 1.06, 0.68], [1.28, 2.32, 5.14], [1.82, 3.11, 4.03], [2.48, 4.36, 4.41], [1.66, 2.72, 2.78], [1.08, 1.65, 2.50], [2.17, 3.63, 1.67], [1.79, 3.14, 0.39], [2.87, 2.85, -0.47], [3.34, 1.41, -0.25], [2.57, 0.62, 0.34], [4.52, 1.04, -0.71], [5.00, -0.33, -0.51], [5.41, 1.95, -1.44], [2.09, 1.87, 5.71], [0.63, 1.54, 4.75], [0.71, 2.98, 5.79], [3.01, 4.19, 5.35], [1.75, 5.15, 4.56], [3.21, 4.67, 3.67], [3.25, 3.72, 1.75], [1.75, 4.63, 1.80], [3.69, 3.56, -0.33], [2.51, 2.95, -1.49], [4.39, -0.82, 0.23], [6.03, -0.29, -0.17], [4.96, -0.88, -1.45], [4.84, 2.62, -2.09], [6.05, 1.35, -2.08], [6.03, 2.52, -0.76], [-0.52, -5.35, -3.22], [-0.19, -5.04, -1.50], [-0.07, -3.75, -1.35], [0.16, -3.10, -0.07], [0.25, -3.80, 1.14], [0.41, -3.08, 2.31], [0.47, -1.69, 2.25], [0.38, -1.03, 1.11], [0.24, -1.71, -0.04], [0.12, -0.91, -1.26], [0.23, 0.42, -1.13], [0.06, 1.19, -2.20], [-0.19, 0.68, -3.46], [-0.27, -0.69, -3.61], [-0.13, -1.51, -2.49], [-0.24, -2.96, -2.55], [-0.48, -3.62, -3.65], [0.19, -4.88, 1.13], [0.48, -3.58, 3.26], [0.58, -1.10, 3.14], [0.11, 2.26, -2.03], [-0.32, 1.35, -4.30], [-0.46, -1.14, -4.58], [-4.56, 0.43, 0.71], [-3.54, 1.30, 0.89], [-2.21, 0.86, 0.72], [-1.20, 1.68, 0.91], [-1.46, 2.95, 1.28], [-2.77, 3.36, 1.45], [-3.81, 2.55, 1.26], [-4.38, -0.41, 0.18], [-5.50, 0.81, 0.73], [-2.00, -0.15, 0.42], [-0.63, 3.63, 1.42], [-2.99, 4.38, 1.74], [-3.17, -2.44, -0.60], [-4.05, -3.24, -1.81], [-4.86, -4.27, -1.45], [-5.60, -5.01, -2.31], [-5.57, -4.75, -3.65], [-4.74, -3.69, -4.08], [-4.01, -2.96, -3.19], [-4.89, -4.48, -0.46], [-6.20, -5.80, -1.87], [-6.16, -5.33, -4.33], [-4.70, -3.46, -5.14], [-3.37, -2.15, -3.52]], "mulliken_charge": [0.072, -1.032, 0.119, -0.998, 1.058, -0.709, -1.449, -0.256, -1.676, 1.267, -0.758, 0.157, -1.104, -1.040, 0.339, 0.289, 0.385, 0.364, 0.323, 0.367, 0.662, 0.541, 0.696, 0.529, 0.319, 0.434, 0.353, 0.415, 0.386, 0.300, 0.269, -0.906, 1.283, 0.233, -0.567, -1.019, -0.403, 0.294, 0.176, -0.092, 0.444, -0.489, -1.347, -0.525, 0.288, 0.916, -0.873, 0.605, 0.478, 0.434, 0.730, 0.471, 0.627, -0.237, 0.315, 0.831, 0.764, -0.287, -0.672, -0.606, -0.075, 0.294, -0.607, 0.350, 0.389, -0.594, 0.613, -0.036, -0.248, -0.656, -0.211, -0.590, 0.254, 0.426, 0.414, 0.423, 0.365], "multiplicity": 2, "s2": 0.76, "gap_ev": [7.14, 7.14], "lumo_energy_ha": [-0.1891, -0.1889], "total_charge": 2, "homo_energy_ev": [-12.283, -12.283], "largest_force_ev_per_a": 0.20}

***

{"formula": "C29H32CoN4O4S2Te", "method": "ωB97M-V/def2-TZVPD", "species": ["Co", "N", "C", "C", "N", "C", "C", "N", "C", "C", "N", "H", "H", "H", "H", "H", "H", "C", "C", "S", "O", "C", "C", "H", "H", "H", "H", "H", "H", "H", "H", "H", "H", "O", "S", "C", "C", "C", "C", "C", "C", "C", "C", "C", "C", "C", "C", "H", "H", "H", "H", "H", "H", "H", "H", "H", "H", "O", "C", "O", "H", "Te", "C", "C", "C", "C", "C", "C", "H", "H", "H", "H", "H"], "xyz": [[-0.15, 0.00, -0.73], [-1.22, -1.74, -4.19], [0.12, -1.97, -4.40], [0.76, -1.42, -3.33], [-0.16, -0.87, -2.49], [-1.34, -1.08, -3.02], [-2.52, -0.61, -2.32], [-2.39, 0.03, -1.18], [-3.66, 0.32, -0.76], [-4.56, -0.14, -1.66], [-3.83, -0.74, -2.66], [-1.96, -2.03, -4.80], [0.49, -2.47, -5.27], [1.82, -1.35, -3.13], [-3.84, 0.85, 0.16], [-5.64, -0.11, -1.68], [-4.21, -1.19, -3.47], [5.08, -0.82, 1.37], [4.15, -0.31, 0.28], [2.44, -0.85, 0.50], [2.14, -0.60, 1.94], [2.67, -2.65, 0.28], [2.47, -3.41, 1.58], [6.06, -0.34, 1.29], [5.23, -1.90, 1.30], [4.67, -0.59, 2.35], [4.45, -0.62, -0.72], [4.08, 0.78, 0.29], [3.66, -2.82, -0.15], [1.91, -2.94, -0.44], [3.15, -3.06, 2.36], [2.64, -4.47, 1.41], [1.45, -3.28, 1.93], [-0.20, 0.94, 1.01], [-0.41, 0.18, 2.31], [0.36, 1.24, 3.52], [0.25, 0.91, 4.86], [0.87, 1.71, 5.81], [1.58, 2.83, 5.40], [1.69, 3.15, 4.06], [1.08, 2.35, 3.10], [-2.12, 0.55, 2.71], [-2.62, 1.84, 2.55], [-3.96, 2.08, 2.81], [-4.78, 1.03, 3.22], [-4.28, -0.25, 3.36], [-2.93, -0.50, 3.10], [-0.30, 0.02, 5.16], [0.80, 1.46, 6.86], [2.06, 3.46, 6.14], [2.25, 4.01, 3.74], [1.16, 2.56, 2.04], [-1.96, 2.64, 2.22], [-4.36, 3.08, 2.70], [-5.83, 1.23, 3.42], [-4.93, -1.06, 3.67], [-2.53, -1.50, 3.18], [-1.25, -3.51, 1.10], [-1.28, -2.40, 0.59], [-0.28, -1.78, 0.08], [-2.24, -1.85, 0.54], [0.59, 2.28, -1.65], [0.75, 1.82, -3.71], [-0.39, 1.66, -4.50], [-0.29, 1.30, -5.84], [0.95, 1.11, -6.43], [2.10, 1.30, -5.66], [2.00, 1.65, -4.32], [-1.36, 1.82, -4.05], [-1.19, 1.18, -6.43], [1.03, 0.84, -7.47], [3.08, 1.17, -6.11], [2.90, 1.79, -3.73]], "mulliken_charge": [0.110, -0.087, -0.981, -0.567, 1.176, 0.314, -0.109, 0.339, -0.222, -0.748, -0.079, 0.176, 0.411, 0.569, 0.247, 0.435, 0.169, -1.049, -0.671, 0.800, -0.810, -0.703, -1.152, 0.413, 0.244, 0.249, 0.368, 0.449, 0.650, 0.268, 0.300, 0.427, 0.176, -0.311, 0.781, 0.200, -0.437, -0.716, -0.407, -0.692, -0.240, 0.390, -0.517, -0.752, -0.393, -0.783, -0.121, 0.445, 0.405, 0.390, 0.427, 0.403, 0.371, 0.395, 0.401, 0.425, 0.477, -0.704, -0.243, -0.095, 0.312, -0.107, -0.308, -0.175, -0.675, -0.512, -0.487, -0.381, 0.508, 0.417, 0.397, 0.390, 0.412], "multiplicity": 2, "s2": 0.78, "gap_ev": [6.50, 6.46], "lumo_energy_ha": [-0.0003, -0.0003], "homo_energy_ev": [-6.508, -6.469], "largest_force_ev_per_a": 0.15}

***

{"formula": "C29H32CuFN6OSe", "method": "ωB97M-V/def2-TZVPD", "species": ["Cu", "C", "C", "C", "C", "C", "C", "C", "C", "C", "C", "C", "C", "N", "C", "C", "C", "C", "C", "C", "F", "H", "H", "H", "H", "H", "H", "H", "H", "H", "H", "H", "H", "H", "H", "H", "H", "H", "H", "H", "H", "H", "C", "C", "C", "O", "H", "H", "H", "H", "H", "H", "H", "Se", "N", "C", "C", "C", "C", "C", "C", "N", "H", "H", "H", "H", "N", "C", "N", "C", "N"], "xyz": [[-0.45, 0.25, -1.24], [2.78, -1.29, 2.43], [1.26, -1.13, 2.48], [0.70, -1.91, 3.67], [0.89, 0.34, 2.53], [1.57, 1.12, 3.46], [1.37, 2.48, 3.54], [0.46, 3.07, 2.70], [-0.29, 2.34, 1.77], [-1.31, 3.16, 1.00], [-2.73, 2.57, 1.05], [-0.84, 3.45, -0.43], [-0.08, 0.94, 1.66], [-0.78, 0.16, 0.72], [-1.73, -0.72, 1.14], [-2.47, -0.56, 2.33], [-3.47, -1.44, 2.71], [-3.80, -2.53, 1.91], [-3.09, -2.72, 0.73], [-2.10, -1.84, 0.38], [-1.40, -2.11, -0.77], [3.04, -2.33, 2.21], [3.24, -1.04, 3.39], [3.22, -0.66, 1.67], [0.84, -1.55, 1.57], [1.06, -1.49, 4.61], [1.03, -2.96, 3.62], [-0.38, -1.90, 3.68], [2.29, 0.65, 4.12], [1.92, 3.08, 4.27], [0.28, 4.14, 2.77], [-1.37, 4.13, 1.50], [-2.78, 1.61, 0.55], [-3.43, 3.25, 0.58], [-3.03, 2.43, 2.09], [-0.72, 2.53, -1.01], [0.13, 3.96, -0.41], [-1.56, 4.07, -0.96], [-2.23, 0.30, 2.95], [-4.00, -1.27, 3.64], [-4.59, -3.20, 2.19], [-3.31, -3.56, 0.08], [0.98, 0.95, -5.18], [0.42, 0.14, -4.01], [-0.91, -0.50, -4.42], [0.30, 0.97, -2.89], [1.11, 0.30, -6.05], [1.94, 1.39, -4.91], [0.29, 1.75, -5.43], [1.14, -0.67, -3.78], [-1.61, 0.29, -4.71], [-1.35, -1.05, -3.59], [-0.76, -1.18, -5.26], [2.41, 0.91, -1.63], [1.47, -0.46, -1.04], [2.24, -1.55, -1.04], [1.82, -2.87, -0.77], [2.75, -3.87, -0.80], [4.10, -3.62, -1.11], [4.53, -2.36, -1.43], [3.61, -1.29, -1.41], [3.89, -0.02, -1.71], [0.77, -3.06, -0.56], [2.43, -4.88, -0.58], [4.80, -4.44, -1.10], [5.56, -2.16, -1.70], [-4.01, 4.86, -2.39], [-3.70, 3.75, -2.56], [-3.39, 2.52, -2.86], [-2.77, 1.62, -2.24], [-2.25, 0.70, -1.70]], "mulliken_charge": [-0.699, -1.768, 1.662, -1.592, 1.334, -0.413, -1.528, -0.982, 0.706, 0.552, -1.424, -1.192, -1.769, 2.682, 0.648, -0.774, -0.837, -0.680, -0.673, -0.065, -0.302, 0.365, 0.500, 0.322, -0.632, 0.306, 0.442, 0.301, 0.299, 0.361, 0.382, 0.535, 0.052, 0.457, 0.339, 0.208, 0.282, 0.445, 0.451, 0.393, 0.367, 0.465, -1.612, 1.292, -1.612, -0.720, 0.410, 0.322, 0.340, -0.058, 0.286, 0.236, 0.493, 0.470, 0.362, 0.326, -0.160, -0.787, -0.578, -0.745, 0.765, -0.913, 0.394, 0.420, 0.371, 0.471, -0.638, 0.546, -0.833, 0.816, -0.190], "multiplicity": 2, "s2": 0.75, "gap_ev": [5.96, 5.88], "lumo_energy_ha": [0.0510, 0.0505], "total_charge": -1, "homo_energy_ev": [-4.574, -4.509], "largest_force_ev_per_a": 0.88}

***

> Which formula does entry 3 have?

C29H32CuFN6OSe

***

> Which formula does entry 3 have?

C29H32CuFN6OSe